DFT (wB97M-V/def2-TZVPD) results for a 10-piece molecular cluster, C50H95F15O25 overall at a distorted geometry.

Geometry as XYZ:
```
185
Properties=species:S:1:pos:R:3:forces:R:3
C 4.29803 4.35016 0.42672 -0.175 -0.461 0.864
O 5.55824 4.90981 0.70159 -0.306 0.234 0.678
C 6.52462 4.00876 1.21001 0.459 0.516 -0.650
C 7.51616 4.80396 2.02048 0.125 0.943 0.361
O 8.73233 4.09791 2.07525 0.007 -0.280 -0.175
C 9.66869 4.55766 3.03179 -0.014 0.853 -0.653
C 11.09442 4.33584 2.46058 -1.622 -0.472 1.042
O 11.98100 4.84965 3.41007 0.215 0.121 0.881
C 13.29520 4.36438 3.30407 0.310 0.028 -1.038
H 3.56194 5.14394 0.31418 0.262 0.142 -0.642
H 3.91018 3.80782 1.30126 0.230 -0.241 0.019
H 4.34907 3.64060 -0.40330 -0.224 0.189 -0.227
H 7.02113 3.58002 0.33636 0.166 -0.521 0.245
H 6.16847 3.25231 1.91470 -0.611 -0.248 -0.514
H 7.05121 4.99463 2.99777 0.323 -0.329 0.306
H 7.67548 5.81982 1.64113 0.025 -0.107 -0.496
H 9.39750 4.11704 3.99249 0.683 -0.200 0.158
H 9.60927 5.64774 3.13749 -0.287 0.046 0.141
H 11.10487 4.89631 1.52362 0.355 -0.230 -0.222
H 11.20876 3.25745 2.32223 0.378 0.005 -0.320
H 13.37057 3.27815 3.42181 -0.231 -0.040 -0.043
H 13.97702 4.81188 4.02412 -0.439 0.280 0.220
H 13.65328 4.64202 2.30383 0.330 -0.260 0.042
C 2.51731 -6.91860 -4.16142 0.586 -0.578 0.018
O 2.24070 -5.54616 -4.25311 -0.011 -0.116 -0.222
C 2.32548 -4.87360 -3.01356 -0.423 -0.158 0.047
C 2.27541 -3.39153 -3.24287 0.141 0.678 -0.213
O 0.97497 -2.83318 -3.22576 -0.136 0.525 -0.025
C 0.26857 -2.97028 -4.46056 0.605 -1.384 0.507
C -1.15001 -2.48473 -4.45722 -1.255 -0.545 -0.594
O -2.10602 -3.35704 -3.80931 1.118 0.496 0.505
C -1.86873 -3.32585 -2.40218 -0.538 -0.395 -0.251
H 2.65562 -7.37752 -5.14058 -0.295 0.475 -0.259
H 1.74431 -7.50323 -3.65515 -0.120 0.206 0.222
H 3.48226 -7.08489 -3.66773 -0.084 0.035 0.312
H 3.24950 -5.13313 -2.48521 0.066 -0.136 -0.049
H 1.46344 -5.11990 -2.37865 0.090 -0.263 0.110
H 2.79425 -3.18118 -4.18523 -0.076 0.110 -0.087
H 2.82956 -2.87195 -2.46093 -0.050 -0.027 0.136
H 0.21494 -4.05188 -4.64197 -0.109 0.052 -0.378
H 0.86105 -2.54651 -5.27747 -0.141 0.315 -0.005
H -1.47048 -2.56706 -5.49876 0.127 0.331 -0.090
H -1.32425 -1.45652 -4.13120 0.310 0.068 0.204
H -1.94017 -2.29020 -2.05860 0.234 -0.043 0.220
H -0.92430 -3.79924 -2.13676 0.195 0.352 -0.002
H -2.64276 -3.91449 -1.91482 -0.145 0.129 -0.185
C 2.26577 0.62139 3.78636 -0.579 0.925 -1.049
O 2.38733 -0.33442 2.76040 0.034 0.296 -0.443
C 2.74250 -1.60763 3.19773 -0.052 -1.232 0.517
C 2.86803 -2.57569 2.02391 0.575 1.060 -0.620
O 1.67306 -3.30808 1.87680 -0.340 0.072 0.509
C 1.53759 -3.90518 0.61783 -0.075 -0.275 -0.860
C 0.45850 -4.98292 0.60278 0.333 -0.097 0.636
O -0.84886 -4.44438 0.54504 0.365 0.230 -0.065
C -1.80887 -5.43475 0.25525 0.413 -0.060 0.223
H 3.19399 0.79905 4.33356 -0.174 -0.613 0.540
H 1.33281 0.45176 4.33126 0.451 -0.243 0.757
H 2.09060 1.58586 3.29695 0.006 -0.128 -0.236
H 1.97319 -2.07751 3.82980 -0.133 0.356 0.166
H 3.64458 -1.55688 3.81936 0.196 -0.063 -0.246
H 3.76334 -3.20381 2.07791 -0.213 -0.443 0.471
H 3.07617 -1.97916 1.12520 -0.312 0.175 -0.066
H 2.51135 -4.32923 0.33814 -0.147 -0.347 -0.096
H 1.28844 -3.17614 -0.16668 0.028 0.194 0.120
H 0.56809 -5.57573 1.51897 -0.051 -0.055 0.095
H 0.61271 -5.68507 -0.22266 0.123 0.196 -0.264
H -1.69898 -5.80738 -0.77048 -0.078 0.108 -0.085
H -2.77724 -4.95943 0.39008 0.614 -0.419 0.301
H -1.69293 -6.30417 0.91188 -0.155 0.062 0.186
C -3.84649 -0.18697 2.23837 0.947 0.764 0.880
O -2.96915 -0.45720 1.17181 -0.408 -0.867 -0.630
C -1.65031 -0.72022 1.61237 0.504 0.200 -0.294
C -0.70979 -1.07597 0.44856 -1.128 0.600 1.704
O -0.43733 0.07622 -0.30946 -0.251 -0.570 -0.840
C 0.40483 1.05221 0.26755 0.736 -0.811 -0.501
C 0.95657 1.90923 -0.83880 -0.118 0.721 -0.661
O 1.79460 1.24664 -1.77544 0.106 -0.214 0.320
C 1.07157 0.66099 -2.84251 -0.309 -0.539 -0.165
H -3.52793 0.76981 2.67360 -0.275 0.051 0.190
H -3.74557 -0.92239 3.04637 -0.119 -0.216 -0.107
H -4.89390 -0.09385 1.96558 0.138 -0.178 -0.447
H -1.57845 -1.55735 2.31690 -0.410 0.040 0.226
H -1.27966 0.19981 2.07457 0.141 -0.086 0.444
H -1.24700 -1.85979 -0.08626 0.400 0.295 -0.702
H 0.16676 -1.52126 0.92933 0.275 0.154 -0.288
H 1.30903 0.59296 0.68570 -0.309 -0.237 0.495
H -0.13213 1.63461 1.02004 0.193 0.243 0.053
H 1.54224 2.69844 -0.36369 0.122 0.028 -0.078
H 0.17152 2.40044 -1.42117 -0.220 0.061 0.187
H 0.37498 1.39183 -3.26575 -0.096 0.020 -0.065
H 0.52109 -0.23167 -2.53558 -0.138 0.197 0.201
H 1.73156 0.31152 -3.63629 0.447 0.404 0.187
C 4.92028 4.40244 -11.29511 1.514 0.571 0.012
O 5.04507 4.35534 -9.89504 0.091 -0.110 0.431
C 3.92682 3.87197 -9.17535 -0.757 -0.172 -0.709
C 4.12015 4.26569 -7.73097 1.629 0.548 0.393
O 3.40509 3.50498 -6.79612 -0.322 -0.530 -0.392
C 3.68667 3.89054 -5.47139 -0.234 0.806 0.195
C 3.13558 2.90127 -4.46619 0.693 -0.361 0.170
O 3.87383 1.70137 -4.48587 -0.192 -1.483 -0.741
C 5.17685 1.70371 -3.96260 -0.544 1.517 1.150
H 4.26169 5.20733 -11.62695 -0.598 -0.435 -0.052
H 4.81426 3.43086 -11.78129 -0.744 -0.056 0.150
H 5.91227 4.73031 -11.62370 -0.031 0.032 -0.028
H 3.86039 2.78026 -9.24093 0.110 -0.093 0.099
H 3.02672 4.25053 -9.67177 -0.221 0.180 0.377
H 4.06775 5.33877 -7.50894 -0.821 0.154 -0.396
H 5.20909 4.13786 -7.60954 0.034 -0.483 0.284
H 3.23977 4.87949 -5.29788 0.004 0.038 0.134
H 4.76689 4.01304 -5.34198 0.055 -0.050 0.016
H 2.10480 2.63855 -4.70618 0.064 -0.021 -0.121
H 3.14682 3.25281 -3.42602 -0.022 0.591 -0.191
H 5.71928 2.59010 -4.30356 0.465 -0.398 -0.412
H 5.69351 0.76624 -4.12924 -0.127 -0.014 -0.470
H 5.13397 1.86571 -2.87421 -0.076 -0.250 0.120
C -7.86591 -0.54940 -0.75621 0.378 -1.308 0.012
C -6.62557 0.22181 -0.39302 0.653 -1.122 -0.833
O -6.88697 1.55936 -0.02965 0.606 1.702 -0.260
C -7.44544 1.95336 1.10142 -0.064 -2.029 -0.013
O -7.81753 1.21343 1.96443 -0.058 0.179 0.434
C -7.60397 3.46462 1.19535 0.909 0.413 -0.710
F -8.78692 3.77273 1.67261 -0.532 0.190 0.167
F -6.66150 3.98866 1.98380 0.104 -0.143 0.510
F -7.42572 4.03419 -0.00021 -0.423 0.153 -0.213
H -8.54470 0.00328 -1.40067 -0.103 0.123 0.234
H -8.34457 -1.04507 0.08847 -0.349 0.650 0.154
H -7.52188 -1.41464 -1.33403 0.013 0.158 -0.231
H -5.97078 0.26338 -1.26875 -0.431 0.660 -0.229
H -5.92909 -0.33277 0.24382 -0.644 0.296 0.883
C -4.66220 -3.54689 0.87954 -0.451 0.472 -0.490
C -4.83239 -4.27903 -0.43953 0.496 -1.048 0.351
O -5.02573 -3.35033 -1.50132 -0.568 1.071 -0.541
C -5.68594 -3.70586 -2.61392 1.163 -0.588 0.944
O -6.11155 -4.79612 -2.81618 -0.500 -0.317 -0.471
C -5.76586 -2.56510 -3.65052 -1.092 0.781 0.144
F -5.09757 -2.79086 -4.75880 0.558 -0.366 -0.044
F -7.05096 -2.39311 -4.00273 -0.377 -0.427 0.031
F -5.40124 -1.39141 -3.13615 0.691 0.195 0.205
H -3.80326 -2.87883 0.80219 0.146 -0.089 0.219
H -4.55190 -4.26681 1.68919 0.163 0.019 -0.004
H -5.51754 -2.90905 1.11248 -0.121 -0.137 -0.050
H -5.55546 -5.09512 -0.41146 -0.547 0.490 -0.165
H -3.89290 -4.80727 -0.62510 -0.562 0.250 -0.573
C -1.69099 -0.40950 5.87625 0.094 -0.560 -0.510
C -2.18649 0.97649 6.28482 0.921 -1.384 0.672
O -3.45265 1.20215 5.67956 -0.801 0.193 -0.129
C -4.56845 1.16304 6.40443 -0.290 -0.201 0.128
O -4.70137 1.03743 7.58269 0.438 -0.166 0.102
C -5.83191 1.38673 5.53574 -0.344 1.397 -0.450
F -6.25862 2.64852 5.78061 0.267 -0.124 0.093
F -5.56808 1.33308 4.22721 -0.081 -0.451 0.047
F -6.86146 0.59977 5.82661 0.599 -0.454 0.005
H -1.58480 -0.51265 4.79404 0.175 0.194 -0.010
H -2.35205 -1.23051 6.16129 -0.442 0.393 0.210
H -0.75587 -0.70685 6.35603 0.179 0.530 -0.082
H -1.51548 1.76106 5.94598 -0.097 0.051 -0.073
H -2.19695 0.94849 7.37539 -0.570 0.582 -0.028
C -3.06858 1.71840 -1.88733 0.238 -0.831 1.170
C -2.60258 2.69912 -0.81797 -1.993 -0.190 -0.833
O -2.30164 3.95057 -1.49971 0.487 0.239 0.074
C -1.36838 4.76008 -1.03154 -0.439 -0.187 0.164
O -0.62487 4.54341 -0.11980 0.000 0.161 0.068
C -1.32028 6.10121 -1.84198 0.269 -0.202 0.104
F -0.14879 6.68300 -1.53124 -0.525 -0.045 -0.652
F -1.40440 5.84353 -3.16223 0.372 0.283 0.533
F -2.30128 6.97132 -1.54562 0.262 -0.546 0.108
H -3.32108 0.81721 -1.31356 0.359 -0.173 -0.095
H -2.23343 1.47207 -2.54017 -0.285 -0.011 -0.357
H -4.01834 1.93617 -2.37072 0.344 0.685 -0.375
H -1.85298 2.23388 -0.19050 0.537 0.598 -0.201
H -3.49060 2.92079 -0.22266 0.244 0.141 0.377
C -4.99820 -2.45313 6.21245 -0.156 0.211 0.092
C -4.25456 -3.70814 6.60751 0.378 -0.090 -0.874
O -5.00656 -4.68754 7.34422 -0.016 -0.172 -0.624
C -5.39005 -4.45310 8.56333 -0.481 0.533 1.659
O -5.22952 -3.47882 9.24811 0.186 0.018 -0.630
C -6.11282 -5.67085 9.20302 1.253 -0.779 -0.402
F -7.40016 -5.47426 9.40608 -0.311 0.145 -0.114
F -5.92744 -6.76507 8.44014 -0.515 0.046 -0.015
F -5.52803 -5.94594 10.37554 -0.162 0.264 0.140
H -4.40376 -1.93620 5.45654 0.132 0.018 0.051
H -5.16404 -1.77006 7.04435 -0.060 -0.081 0.038
H -5.94612 -2.67190 5.71994 -0.067 -0.150 0.185
H -3.29534 -3.51035 7.08676 -0.219 0.099 0.433
H -4.00971 -4.25674 5.69782 -0.015 -0.046 0.026
```
Forces are in eV/Å.

The calculation puts the gap between HOMO and LUMO at 9.54 eV. Its SMILES is CCOC(=O)C(F)(F)F.CCOC(=O)C(F)(F)F.CCOC(=O)C(F)(F)F.CCOC(=O)C(F)(F)F.CCOC(=O)C(F)(F)F.COCCOCCOC.COCCOCCOC.COCCOCCOC.COCCOCCOC.COCCOCCOC.

Here are the Löwdin charges for atoms 1 to 8, given in e: atom 1 (C): -0.112, atom 2 (O): -0.183, atom 3 (C): -0.204, atom 4 (C): -0.216, atom 5 (O): -0.146, atom 6 (C): -0.181, atom 7 (C): -0.203, atom 8 (O): -0.187


DFT (wB97M-V/def2-TZVPD) results for a 2-piece molecular cluster, C8H11N5 overall at a distorted geometry.

Geometry as XYZ:
```
24
Properties=species:S:1:pos:R:3:forces:R:3
C -3.46922 0.20790 -2.99189 2.700 -2.410 -0.707
C -0.29025 -1.68634 -3.56556 1.587 0.353 0.185
C 1.59093 2.83541 -1.68745 1.102 2.131 1.192
C 1.21900 1.53364 -3.39276 -0.222 -0.185 0.889
C -2.26159 0.80913 -2.92949 3.740 1.386 0.380
C 0.07899 1.64981 -2.58150 2.150 1.453 -0.662
C -3.69407 -1.23651 -3.31335 -2.156 0.602 -1.876
C -2.67233 -2.17944 -3.85429 -2.085 2.027 0.130
N 0.37319 2.52158 -1.59131 -2.712 -0.015 1.724
N -1.17106 1.32374 -2.82929 -4.796 -2.881 -0.705
N 2.15246 2.29081 -2.77441 3.460 -0.382 -1.644
N -1.40699 -2.00356 -3.68360 0.815 0.362 0.050
N 3.79372 -1.54122 11.38848 0.269 6.126 -2.184
H -4.25222 0.83460 -2.87451 -2.680 1.699 0.671
H 1.42435 0.93110 -4.22292 0.193 -0.598 -1.048
H 2.04755 3.60301 -1.04226 0.090 -0.774 -0.473
H -3.92282 -1.82484 -2.46659 -0.359 -0.266 2.271
H -4.81727 -1.34717 -3.74299 2.780 0.250 0.089
H -3.01588 -3.06433 -4.23225 -0.733 -2.224 -0.904
H 3.69471 -0.77456 12.09254 0.060 -0.528 -0.724
H 3.20682 2.41584 -3.03047 -2.886 -0.519 0.387
H 3.03585 -2.07679 11.37532 -4.413 -3.292 0.619
H 4.56723 -2.05360 11.56653 3.495 -2.203 0.672
H 3.78889 -1.16825 10.38404 0.605 -0.111 1.667
```
Forces are in eV/Å.

The calculation puts the gap between HOMO and LUMO (alpha / beta) at 8.04 / 5.21 eV. Its total charge is +2.

Here are the Löwdin charges for atoms 1 to 8, given in e: atom 1 (C): 0.033, atom 2 (C): 0.120, atom 3 (C): -0.186, atom 4 (C): 0.031, atom 5 (C): 0.079, atom 6 (C): -0.322, atom 7 (C): -0.133, atom 8 (C): -0.088


Number 1: total energy -145331.48026 eV. Number 2: total energy -15903.51352 eV.